[1]
# C6H9NO2Si

A single C6H9NO2Si molecule (ωB97M-V with the def2-TZVPD basis set, the Open Molecules 2025 dataset).

Output
Energy above the lowest of the compared OMol25 structures with the same formula, charge and spin, eV: 0.622
Highest occupied orbital energy, Ha: -0.297
SMILES: N[Si@H](O)Oc1ccccc1
LUMO energy, eV: 0.197

Positions of all 19 atoms, in Å:
C (-3.2592, -0.5927, -0.0312)
C (-2.1577, -1.4332, -0.0266)
C (-3.0656, 0.7767, 0.0263)
C (-0.8818, -0.9121, 0.0383)
C (-1.7915, 1.3044, 0.0972)
C (-0.6723, 0.4656, 0.1079)
N (2.9959, 1.0757, -0.6536)
O (0.5330, 1.0152, 0.1691)
O (3.2129, -1.5091, 0.0241)
Si (2.2096, -0.0920, 0.3079)
H (-4.2569, -1.0035, -0.0848)
H (-2.2968, -2.5066, -0.0700)
H (-3.9159, 1.4442, 0.0168)
H (-0.0213, -1.5713, 0.0313)
H (-1.6316, 2.3710, 0.1458)
H (4.0008, 1.0839, -0.7483)
H (2.5939, 1.9948, -0.7387)
H (2.0527, -0.3835, 1.7148)
H (3.5720, -1.6665, -0.8456)

Atoms 1-6, force components in eV/Å:
-0.1 -0.2 0.0
-0.2 -0.2 0.0
0.0 0.1 0.0
0.2 0.2 0.0
0.1 0.1 0.0
-0.7 -0.2 0.0

[2]
# C17H19BCuNO2Se2

A molecular structure, C17H19BCuNO2Se2 (ωB97M-V with the def2-TZVPD basis set, the Open Molecules 2025 dataset).

Output
Energy above the lowest of the compared OMol25 structures with the same formula, charge and spin, eV: 0.000
Highest occupied orbital energy, Ha: -0.262
LUMO energy, eV: -0.178

Positions of all 43 atoms, in Å:
Cu (-0.1211, 0.5858, -0.1946)
C (-1.9436, 1.4942, 2.7342)
Se (-0.2342, 2.2574, 2.2147)
C (0.8853, 1.1648, 3.3920)
C (1.0415, -0.2861, 2.9621)
Se (2.3093, -0.4173, 1.4715)
C (1.9167, -2.2416, 0.9435)
H (-2.2123, 1.8219, 3.7359)
H (-1.8915, 0.4083, 2.6804)
H (-2.6811, 1.8362, 2.0126)
H (0.4424, 1.2358, 4.3858)
H (1.8566, 1.6620, 3.4340)
H (0.0938, -0.7203, 2.6371)
H (1.4294, -0.8772, 3.7927)
H (2.2555, -2.9403, 1.7050)
H (2.4546, -2.4234, 0.0161)
H (0.8485, -2.3346, 0.7680)
O (-3.0046, -0.3636, -0.0330)
B (-1.6201, -0.6354, 0.1583)
O (-1.5600, -1.8663, 0.8891)
C (-2.8359, -2.2764, 1.1201)
C (-3.2841, -3.3934, 1.7929)
C (-4.6627, -3.5653, 1.8831)
C (-5.5431, -2.6495, 1.3221)
C (-5.0833, -1.5226, 0.6465)
C (-3.7160, -1.3586, 0.5573)
H (-2.5912, -4.1037, 2.2233)
H (-5.0550, -4.4305, 2.4009)
H (-6.6085, -2.8158, 1.4121)
H (-5.7617, -0.8068, 0.2028)
N (1.2379, 1.5546, -1.3215)
C (1.9410, 1.7855, -2.2010)
C (2.8107, 2.0710, -3.2887)
C (4.0195, 2.7328, -3.0622)
C (4.8580, 2.9991, -4.1294)
C (4.4978, 2.6095, -5.4121)
C (3.2967, 1.9516, -5.6354)
C (2.4475, 1.6786, -4.5785)
H (4.2862, 3.0289, -2.0573)
H (5.7950, 3.5118, -3.9619)
H (5.1571, 2.8202, -6.2431)
H (3.0210, 1.6513, -6.6369)
H (1.5082, 1.1675, -4.7385)

Atoms 1-6, force components in eV/Å:
0.4 0.2 0.0
0.1 0.0 0.0
0.1 -0.1 -0.1
0.0 0.0 -0.1
0.0 0.0 0.0
-0.2 0.1 0.1

[3]
# C2HClFN

A single C2HClFN molecule (ωB97M-V with the def2-TZVPD basis set, the Open Molecules 2025 dataset).

Output
Energy above the lowest of the compared OMol25 structures with the same formula, charge and spin, eV: 1.805
Highest occupied orbital energy, Ha: -0.432
SMILES: N#C[C@H](F)Cl
LUMO energy, eV: 0.366

Positions of all 6 atoms, in Å:
C (-0.1358, 0.0826, 0.3234)
C (1.2301, -0.7594, 0.2253)
H (-0.1356, 0.1072, 1.5557)
N (2.1375, -1.5791, 0.5153)
F (-0.9767, -0.9590, 0.1465)
Cl (-0.7413, 1.3905, -0.5749)

Force components x, y, z for each atom (eV/Å):
1.9 -3.6 4.7
5.7 -4.0 1.7
0.0 1.4 -3.0
-7.0 6.4 -2.4
-1.5 -0.8 -0.7
0.9 0.6 -0.2

[4]
# C2H5N3

A single C2H5N3 molecule (ωB97M-V with the def2-TZVPD basis set, the Open Molecules 2025 dataset).

Output
Energy above the lowest of the compared OMol25 structures with the same formula, charge and spin, eV: 2.605
Highest occupied orbital energy, Ha: -0.343
SMILES: C1CNN=N1
LUMO energy, eV: 1.012

Positions of all 10 atoms, in Å:
C (0.2752, -1.0247, -0.0266)
C (0.7614, 0.3573, -0.0026)
N (-1.2276, -0.9038, 0.0321)
N (-1.6704, 0.2041, -0.0332)
N (-0.7658, 1.2045, 0.1978)
H (0.5115, -1.8286, -0.7268)
H (0.5959, -1.6057, 0.9443)
H (1.3492, 0.6309, 0.8471)
H (1.0890, 0.9620, -0.7815)
H (-0.9183, 2.0041, -0.4506)

Atoms 1-6, force components in eV/Å:
-0.2 -1.9 2.8
-2.5 2.6 1.2
0.2 -3.2 -0.9
-0.5 2.3 0.7
2.4 -1.1 -0.8
0.0 0.9 -0.8

DFT total energy for the records above, in order: -19832.310, -199532.259, -18817.404, -6622.332 eV
Max |F| for the records above, in order: 0.073, 0.016, 0.190, 0.074 hartree/bohr
Orbital gap for the records above, in order: 8.278, 6.948, 12.118, 10.357 eV